The following is a DFT calculation (ωB97M-V/def2-TZVPD) of a cluster of 4 separate species, C21H48BBrN6O13P in total.

Atoms and positions in Å:
C  -0.279  -4.954  -1.045
C  -0.084  -3.855  -2.071
O  0.353  -2.655  -1.420
N  0.089  -1.506  -2.191
C  -0.327  -0.365  -1.448
N  -1.467  -0.169  -0.870
B  -2.664  -1.102  -0.880
N  -2.649  -2.474  -0.508
O  -3.830  -0.553  -1.295
N  0.662  0.641  -1.476
C  1.632  0.606  -0.385
O  1.308  -0.391  0.541
C  2.176  -0.226  1.665
C  1.159  0.439  -2.829
N  -0.076  0.581  -3.627
C  2.272  1.347  -3.356
N  2.583  2.465  -2.462
C  1.510  3.472  -2.387
C  1.384  -1.082  -2.780
P  1.809  -2.029  -4.348
O  2.691  -0.939  -5.203
Br  3.361  -3.444  -3.557
H  0.046  -5.888  -1.481
H  0.276  -4.730  -0.142
H  -1.316  -5.062  -0.775
H  0.586  -4.174  -2.865
H  -1.042  -3.650  -2.527
H  -1.538  0.734  -0.416
H  -2.965  -2.660  0.435
H  -3.159  -3.029  -1.181
H  -3.655  0.298  -1.733
H  2.639  0.477  -0.775
H  1.634  1.566  0.130
H  3.196  -0.253  1.294
H  2.017  0.721  2.176
H  2.010  -1.027  2.367
H  -0.515  1.475  -3.451
H  0.120  0.464  -4.613
H  1.926  1.731  -4.316
H  3.179  0.803  -3.566
H  3.359  2.938  -2.903
H  1.415  3.869  -1.384
H  1.732  4.324  -3.024
H  0.543  3.096  -2.688
H  2.094  -1.405  -2.019
H  3.639  -1.045  -5.020
C  7.198  2.182  6.335
C  6.422  2.245  5.037
O  5.276  1.377  5.066
C  4.214  1.855  5.715
O  4.129  2.931  6.244
O  3.256  0.925  5.680
C  2.075  1.286  6.401
H  7.457  1.151  6.575
H  8.114  2.768  6.258
H  6.608  2.574  7.162
H  7.038  1.888  4.214
H  6.115  3.263  4.803
H  1.705  2.258  6.084
H  2.271  1.290  7.472
H  1.323  0.534  6.182
C  -2.571  -0.289  3.935
C  -2.831  1.199  3.827
O  -3.637  1.657  4.915
C  -2.984  1.836  6.067
O  -1.804  1.660  6.233
O  -3.860  2.216  6.988
C  -3.311  2.382  8.301
H  -3.513  -0.830  4.037
H  -2.046  -0.665  3.054
H  -1.969  -0.517  4.813
H  -3.402  1.421  2.925
H  -1.899  1.763  3.774
H  -2.446  3.041  8.283
H  -3.039  1.414  8.718
H  -4.090  2.829  8.910
C  -3.209  -1.856  -4.018
C  -2.343  -1.673  -5.246
O  -3.015  -2.119  -6.425
C  -3.909  -1.255  -6.920
O  -4.158  -0.167  -6.466
O  -4.468  -1.806  -7.989
C  -5.495  -1.015  -8.599
H  -3.548  -2.891  -3.944
H  -2.649  -1.600  -3.113
H  -4.095  -1.226  -4.059
H  -1.442  -2.281  -5.166
H  -2.032  -0.635  -5.361
H  -5.141  -0.011  -8.813
H  -6.371  -0.977  -7.954
H  -5.757  -1.510  -9.529

Atoms 1-6, force components in eV/Å:
0.261 0.234 -0.152
-1.013 -0.135 -0.097
-0.348 0.112 0.614
0.063 -0.144 0.013
1.364 -0.703 0.024
0.115 -0.770 0.421

Output
**Total charge**: +1
**E**: -5075.679661 hartree
**HOMO-LUMO gap**: 8.520 eV
**Strongest force on any atom**: 1.5 eV/Å
**2S+1**: 1

=====

The following is a DFT calculation (ωB97M-V/def2-TZVPD) of a structure of composition C7H21LiOP2.

Atoms and positions in Å:
C  4.406  -0.457  -0.369
C  3.286  0.128  0.451
O  2.441  0.871  -0.388
C  1.100  1.017  0.033
P  -0.106  0.289  -1.292
C  -0.050  -1.489  -0.536
C  -0.951  -1.888  0.610
P  -1.882  1.173  0.005
C  -3.496  0.369  -0.290
C  -1.809  1.677  1.774
H  4.751  0.286  -1.079
H  4.076  -1.332  -0.918
H  5.240  -0.737  0.267
H  2.719  -0.661  0.947
H  3.700  0.775  1.230
H  0.885  2.083  0.128
H  0.958  0.547  1.008
H  -0.131  1.581  -1.956
H  -1.195  -0.167  -2.218
H  0.949  -0.150  -2.183
H  -0.249  -2.142  -1.386
H  0.988  -1.660  -0.249
H  -0.759  -2.916  0.917
H  -2.003  -1.844  0.332
H  -0.798  -1.268  1.490
H  -3.337  -0.403  -1.064
H  -3.933  -0.128  0.584
H  -4.243  1.107  -0.633
H  -1.437  0.927  2.470
H  -2.783  2.005  2.127
H  -1.156  2.541  1.816
Li  -5.181  -0.135  -1.628

Atoms 1-6, force components in eV/Å:
0.039 0.000 -0.035
-0.079 0.094 0.127
0.116 -0.023 -0.341
-0.211 -0.157 -0.198
1.326 -1.045 -0.499
-0.043 0.170 -0.041

Output
**Total charge**: 0
**E**: -1044.536743 hartree
**HOMO-LUMO gap**: 3.698 eV
**Strongest force on any atom**: 2.0 eV/Å
**2S+1**: 1

=====

The following is a DFT calculation (ωB97M-V/def2-TZVPD) of a structure of composition C33H26F5N5OsSSeSi.

Atoms and positions in Å:
Os  -0.362  -0.732  -0.858
C  -2.327  1.938  -3.746
C  -1.553  1.746  -4.872
C  -0.514  0.822  -4.833
C  -0.267  0.128  -3.674
N  -1.018  0.341  -2.552
C  -2.035  1.212  -2.606
C  0.789  -0.917  -3.575
C  1.579  -1.388  -4.602
C  2.470  -2.417  -4.328
C  2.554  -2.963  -3.053
C  1.744  -2.442  -2.065
N  0.910  -1.440  -2.353
C  1.659  -2.893  -0.646
C  2.514  -3.834  -0.123
C  2.357  -4.235  1.199
C  1.346  -3.678  1.955
C  0.527  -2.724  1.381
N  0.674  -2.324  0.112
H  -3.154  2.633  -3.736
H  -1.753  2.300  -5.780
H  0.094  0.648  -5.709
H  -2.610  1.331  -1.700
H  1.501  -0.984  -5.602
H  3.094  -2.810  -5.121
H  3.230  -3.782  -2.853
H  3.300  -4.256  -0.735
H  3.020  -4.978  1.623
H  1.182  -3.966  2.985
H  -0.260  -2.243  1.937
S  0.742  0.487  1.563
C  -0.070  1.277  2.852
N  0.408  2.482  3.251
C  -0.137  3.195  4.257
C  -1.227  2.693  4.895
C  -1.695  1.454  4.445
N  -1.136  0.758  3.464
H  1.220  2.837  2.754
H  0.329  4.141  4.492
H  -1.697  3.226  5.707
H  -2.568  1.004  4.906
F  7.039  -0.141  0.564
C  5.839  0.317  0.261
C  5.168  1.149  1.141
F  5.734  1.488  2.290
C  3.911  1.617  0.815
F  3.311  2.414  1.709
C  3.279  1.262  -0.370
Se  1.512  1.819  -0.768
C  3.986  0.441  -1.238
F  3.461  0.084  -2.420
C  5.244  -0.038  -0.936
F  5.877  -0.840  -1.786
C  -3.777  -1.327  -1.022
Si  -2.534  -0.850  0.285
C  -2.751  -2.103  1.637
C  -2.966  0.818  1.018
C  -4.074  0.877  1.875
C  -4.452  2.063  2.495
C  -3.720  3.224  2.277
C  -2.620  3.196  1.429
C  -2.260  2.005  0.807
H  -4.778  -1.354  -0.574
H  -3.562  -2.335  -1.392
H  -3.819  -0.653  -1.879
H  -3.824  -2.240  1.804
H  -2.305  -1.782  2.582
H  -2.352  -3.082  1.358
H  -4.657  -0.018  2.072
H  -5.320  2.082  3.142
H  -4.017  4.152  2.751
H  -2.054  4.101  1.242
H  -1.376  2.008  0.177

Atoms 1-6, force components in eV/Å:
0.616 0.845 0.703
-0.073 0.052 0.028
0.057 0.018 -0.124
-0.053 0.124 -0.207
0.071 -0.125 0.199
-0.116 -0.299 -0.040

Output
**Total charge**: +2
**E**: -5225.493351 hartree
**HOMO-LUMO gap (spin up / spin down)**: 6.563 / 6.435 eV
**Strongest force on any atom**: 1.3 eV/Å
**2S+1**: 5
**⟨S²⟩**: 6.02

=====

The following is a DFT calculation (ωB97M-V/def2-TZVPD) of an isolated molecule of C4H8O2.

Atoms and positions in Å:
C  -0.946  -0.768  0.904
C  -0.108  -0.162  -0.222
C  0.913  -1.097  -0.848
O  0.616  0.945  0.379
C  0.179  2.180  0.126
O  -0.644  2.500  -0.692
H  -1.064  -1.851  0.802
H  -0.446  -0.571  1.857
H  -1.941  -0.313  0.948
H  -0.747  0.253  -1.005
H  1.584  -0.532  -1.502
H  0.402  -1.851  -1.458
H  1.514  -1.613  -0.092
H  0.690  2.882  0.802

Atoms 1-6, force components in eV/Å:
-0.038 -0.043 0.015
-0.096 -0.140 -0.097
0.018 -0.017 0.018
-0.025 0.182 -0.003
-0.204 0.165 -0.211
0.267 -0.140 0.370

Output
**Total charge**: 0
**E**: -307.692692 hartree
**HOMO-LUMO gap**: 11.662 eV
**Strongest force on any atom**: 0.5 eV/Å
**2S+1**: 1

=====

The following is a DFT calculation (ωB97M-V/def2-TZVPD) of a structure of composition C35H30AsF2N5PtS.

Atoms and positions in Å:
Pt  0.185  -0.973  0.387
C  2.885  -0.822  1.689
N  2.313  -0.664  0.322
C  2.893  -1.394  -0.836
C  1.777  -1.803  -1.752
N  0.521  -1.395  -1.590
C  -0.221  -1.970  -2.637
C  -1.578  -1.918  -2.944
C  -1.993  -2.625  -4.052
C  -1.095  -3.358  -4.846
C  0.250  -3.407  -4.554
C  0.660  -2.695  -3.433
N  1.911  -2.571  -2.832
C  1.812  -1.251  2.642
N  0.524  -0.976  2.435
C  -0.172  -1.560  3.510
C  -1.533  -1.597  3.810
C  -1.897  -2.258  4.966
C  -0.948  -2.860  5.808
C  0.401  -2.813  5.528
C  0.759  -2.148  4.362
N  2.003  -1.928  3.772
H  3.240  0.161  2.009
H  3.743  -1.493  1.701
H  2.377  0.323  0.100
H  3.497  -2.241  -0.514
H  3.546  -0.709  -1.386
H  -2.270  -1.362  -2.333
H  -3.041  -2.620  -4.320
H  -1.470  -3.899  -5.703
H  0.946  -3.967  -5.164
H  2.772  -2.978  -3.163
H  -2.263  -1.130  3.168
H  -2.942  -2.313  5.234
H  -1.284  -3.367  6.701
H  1.135  -3.269  6.178
H  2.894  -2.229  4.135
S  -2.115  -1.110  0.406
C  -2.759  0.552  0.440
C  -4.145  0.618  0.593
C  -4.772  1.851  0.644
C  -4.040  3.029  0.550
C  -2.667  2.969  0.396
C  -2.030  1.731  0.327
As  -0.149  1.568  0.057
C  0.074  1.635  -1.870
C  1.361  1.779  -2.388
C  1.578  1.681  -3.754
C  0.507  1.441  -4.609
C  -0.774  1.315  -4.095
C  -0.993  1.408  -2.725
C  0.728  3.174  0.638
C  1.063  3.288  1.987
C  1.618  4.466  2.464
C  1.839  5.524  1.593
C  1.501  5.410  0.251
C  0.946  4.235  -0.236
H  -4.728  -0.290  0.683
H  -5.845  1.891  0.774
H  -4.539  3.987  0.597
H  -2.086  3.881  0.323
H  2.200  2.008  -1.734
H  2.574  1.813  -4.156
H  0.672  1.370  -5.676
H  -1.610  1.145  -4.761
H  -1.999  1.309  -2.333
H  0.878  2.467  2.673
H  1.871  4.560  3.511
H  2.273  6.443  1.961
H  1.663  6.241  -0.421
H  0.674  4.162  -1.281
F  1.441  -3.413  0.995
C  0.156  -3.031  0.672
F  -0.197  -3.751  -0.400
H  -0.506  -3.277  1.505

Atoms 1-6, force components in eV/Å:
0.120 0.641 0.350
0.107 0.111 0.031
-0.083 -0.070 0.010
0.116 0.075 -0.088
-0.087 0.151 0.054
0.051 -0.440 -0.041

Output
**Total charge**: +2
**E**: -4578.098541 hartree
**HOMO-LUMO gap**: 6.958 eV
**Strongest force on any atom**: 1.1 eV/Å
**2S+1**: 1

=====

The following is a DFT calculation (ωB97M-V/def2-TZVPD) of a cluster of 2 separate species, C5H13ClNS in total.

Atoms and positions in Å:
C  -1.010  0.870  1.263
C  -1.179  -1.163  -0.133
C  -1.254  1.064  -1.050
C  1.832  -1.011  0.438
C  1.284  0.236  -0.207
N  -0.733  0.260  0.017
S  3.586  -0.925  -0.262
Cl  1.684  1.672  0.517
H  -1.057  1.880  1.350
H  -2.124  0.552  1.421
H  -0.581  0.615  2.159
H  -0.665  -1.717  -0.872
H  -1.376  -1.586  0.856
H  -2.305  -1.018  -0.449
H  -0.625  1.993  -1.203
H  -1.240  0.536  -2.023
H  -2.281  1.423  -0.716
H  1.319  -1.956  0.065
H  2.066  -0.650  1.479
H  1.358  0.167  -1.245
H  3.300  -1.238  -1.407

Atoms 1-6, force components in eV/Å:
-5.157 -2.381 0.488
-4.355 2.144 1.158
-0.438 2.269 -1.127
1.053 1.155 -0.621
-2.110 -1.632 1.271
4.270 -1.642 -1.209

Output
**Total charge**: +1
**E**: -1111.071505 hartree
**HOMO-LUMO gap**: 9.259 eV
**Strongest force on any atom**: 5.7 eV/Å
**2S+1**: 1